# 1
The following is a DFT calculation (the ωB97M-V functional and the def2-TZVPD basis) of one molecule with the formula C11H11NOS in a non-equilibrium geometry.

Last column: Löwdin charge in e.
CARTESIAN COORDINATES (ANGSTROEM)
C 0.757 4.119 2.165  0.025
C 1.150 2.818 2.215  -0.142
C 0.634 1.692 1.382  -0.283
C -0.425 1.848 0.366  -0.041
C 1.041 0.474 1.760  -0.080
N 0.578 -0.667 1.135  0.181
C 0.136 -1.338 0.246  -0.023
C -0.385 -2.164 -0.670  -0.460
S -1.251 -1.724 -2.138  0.980
C -0.956 -3.325 -2.850  -0.606
C -0.899 -3.555 -4.160  -0.020
C -0.625 -4.323 -1.789  -0.118
C -0.043 -3.580 -0.611  -0.483
O 0.700 -4.090 0.177  0.089
H 1.226 4.654 2.978  0.045
H -0.016 4.508 1.378  0.095
H 1.531 2.407 3.075  0.061
H -1.422 1.686 0.713  0.095
H -0.145 1.360 -0.566  0.087
H -0.388 2.906 0.150  0.053
H 1.571 0.331 2.711  0.131
H -0.816 -2.687 -4.900  0.081
H -1.032 -4.510 -4.657  0.061
H -1.513 -4.822 -1.224  0.179
H 0.060 -5.007 -2.090  0.092

Computed properties:
SMILES ... C=C/C(C)=C/N=C=C1SC(=C)CC1=O
Frontier orbital gap ... 7.57 eV
Energy above the lowest of the compared OMol25 structures with the same formula, charge and spin ... 390.51 kJ/mol

# 2
The following is a DFT calculation (the ωB97M-V functional and the def2-TZVPD basis) of one molecule with the formula C11H11FN2 in a non-equilibrium geometry.

Last column: Löwdin charge in e.
CARTESIAN COORDINATES (ANGSTROEM)
N -2.480 -0.098 -1.761  0.080
N -2.267 0.151 -0.435  -0.198
C -2.984 1.024 0.355  -0.062
C -2.583 0.743 1.646  -0.116
C -1.573 -0.153 1.601  -0.061
C -1.369 -0.542 0.265  -0.171
C -0.185 -1.324 -0.301  -0.211
F 0.017 -2.494 0.463  -0.021
C 1.083 -0.537 -0.234  -0.200
C 1.548 0.199 -1.296  -0.027
C 2.796 0.890 -1.184  -0.078
C 3.679 0.562 -0.176  -0.078
C 3.088 -0.011 0.989  -0.061
C 1.832 -0.623 0.939  -0.041
H -2.811 0.727 -2.190  0.070
H -3.195 -0.955 -1.836  0.170
H -3.862 1.529 -0.017  0.108
H -2.890 1.226 2.552  0.097
H -1.034 -0.571 2.457  0.116
H -0.468 -1.636 -1.406  0.172
H 0.852 0.490 -2.053  0.102
H 3.070 1.640 -1.956  0.112
H 4.559 1.074 -0.263  0.065
H 3.628 -0.242 1.938  0.111
H 1.549 -1.068 1.902  0.120

Computed properties:
SMILES ... Nn1cccc1[C@H](F)c1ccccc1
Frontier orbital gap ... 8.85 eV
Energy above the lowest of the compared OMol25 structures with the same formula, charge and spin ... 234.46 kJ/mol

# 3
The following is a DFT calculation (the ωB97M-V functional and the def2-TZVPD basis) of C3H4LiO3V as an isolated structure in a non-equilibrium geometry.

Last column: Löwdin charge in e.
CARTESIAN COORDINATES (ANGSTROEM)
O -2.315 1.547 -0.914  -0.149
C -3.471 1.161 -0.631  -0.167
C -3.799 -0.218 -0.640  0.252
H 0.495 -0.678 1.718  0.168
H -4.267 1.900 -0.454  0.167
H -3.012 -0.958 -0.793  0.096
H -4.831 -0.529 -0.484  0.115
V -0.573 0.972 -0.755  1.266
O 0.819 0.065 -0.145  -0.182
C 1.201 -0.606 0.859  -0.401
O 2.257 -1.248 0.890  -0.058
Li 2.957 -2.821 0.326  0.893

Computed properties:
Frontier orbital gap (spin up / spin down) ... 8.96 / 8.39 eV
Energy above the lowest of the compared OMol25 structures with the same formula, charge and spin ... 0.00 kJ/mol
Spin multiplicity ... 5
⟨S²⟩ ... 6.0109
Charge ... +2

# 4
The following is a DFT calculation (the ωB97M-V functional and the def2-TZVPD basis) of a 2-piece molecular cluster, C2H4N2O overall in a non-equilibrium geometry.

Last column: Löwdin charge in e.
CARTESIAN COORDINATES (ANGSTROEM)
C 1.850 -0.304 0.183  -0.231
C -0.636 1.088 0.007  0.073
N -2.009 -0.840 -0.312  0.090
N -1.433 0.225 -0.141  -0.212
O 2.644 0.571 0.286  0.006
H 1.173 -0.717 1.001  0.080
H -0.586 1.955 0.667  0.083
H 1.614 -1.017 -0.651  0.084
H -2.616 -0.959 -1.040  0.027

Computed properties:
Frontier orbital gap ... 10.03 eV
Energy above the lowest of the compared OMol25 structures with the same formula, charge and spin ... 430.49 kJ/mol

# 5
The following is a DFT calculation (the ωB97M-V functional and the def2-TZVPD basis) of one molecule with the formula C6H10O.

Last column: Löwdin charge in e.
CARTESIAN COORDINATES (ANGSTROEM)
C -1.492 -0.915 1.617  -0.151
C -0.243 -0.753 0.835  -0.021
C 0.284 1.517 -0.408  -0.095
C 1.003 0.702 -1.438  -0.310
C 1.691 0.966 -0.150  -0.097
O 0.575 -0.648 -1.541  -0.111
C -0.340 -1.162 -0.582  -0.281
H -2.434 -1.181 1.108  0.071
H -1.657 -0.024 2.243  0.088
H -1.227 -1.686 2.354  0.087
H -0.707 1.123 -0.169  0.094
H 0.278 2.601 -0.361  0.104
H 1.314 1.055 -2.419  0.145
H 2.415 1.768 -0.053  0.101
H 1.923 0.061 0.399  0.088
H -1.346 -1.206 -1.039  0.129
H -0.037 -2.218 -0.396  0.159

Computed properties:
Frontier orbital gap ... 8.56 eV
Energy above the lowest of the compared OMol25 structures with the same formula, charge and spin ... 526.10 kJ/mol

# 6
The following is a DFT calculation (the ωB97M-V functional and the def2-TZVPD basis) of C46H41Br2N6P2RuSi as an isolated structure.

Last column: Löwdin charge in e.
CARTESIAN COORDINATES (ANGSTROEM)
Ru 0.319 0.957 0.226  0.485
C 1.493 2.782 -2.940  -0.224
Si 0.441 1.371 -2.258  0.522
C -1.317 1.588 -2.837  -0.299
C -1.606 2.033 -4.132  -0.073
C -2.915 2.205 -4.548  -0.043
C -3.965 1.950 -3.666  -0.039
C -3.698 1.511 -2.382  -0.064
C -2.377 1.323 -1.973  -0.385
P -2.015 0.639 -0.315  1.025
C -3.228 1.601 0.679  -0.327
C -4.535 1.162 0.912  -0.091
C -5.469 1.996 1.511  -0.049
C -5.130 3.290 1.873  -0.050
C -3.851 3.754 1.608  -0.056
C -2.923 2.914 1.013  -0.135
C -2.785 -1.013 -0.412  -0.372
C -3.295 -1.646 0.727  -0.151
C -3.935 -2.870 0.625  -0.055
C -4.068 -3.485 -0.614  -0.049
C -3.562 -2.870 -1.750  -0.058
C -2.925 -1.641 -1.651  -0.090
C 1.283 -0.001 -3.206  -0.290
C 1.407 -0.077 -4.599  -0.064
C 2.174 -1.069 -5.177  -0.040
C 2.847 -2.000 -4.380  -0.039
C 2.733 -1.944 -3.007  -0.068
C 1.950 -0.934 -2.439  -0.406
P 1.636 -0.857 -0.665  1.003
C 1.225 -2.615 -0.442  -0.366
C 0.169 -3.105 -1.210  -0.109
C -0.165 -4.445 -1.157  -0.056
C 0.571 -5.314 -0.356  -0.054
C 1.648 -4.837 0.373  -0.052
C 1.981 -3.488 0.332  -0.081
C 3.284 -0.634 0.089  -0.428
C 4.351 -0.225 -0.718  -0.119
C 5.615 -0.039 -0.176  -0.055
C 5.833 -0.251 1.177  -0.049
C 4.781 -0.658 1.988  -0.051
C 3.520 -0.849 1.448  -0.139
H 1.429 2.643 -4.025  0.037
H 2.545 2.621 -2.687  0.036
H 1.213 3.810 -2.741  -0.007
H -0.805 2.262 -4.826  0.100
H -3.124 2.547 -5.553  0.118
H -4.988 2.100 -3.984  0.118
H -4.519 1.322 -1.702  0.111
H -4.858 0.179 0.612  0.099
H -6.472 1.628 1.683  0.118
H -5.862 3.938 2.337  0.117
H -3.577 4.773 1.851  0.115
H -1.951 3.310 0.775  -0.025
H -3.189 -1.182 1.700  0.120
H -4.336 -3.342 1.513  0.119
H -4.577 -4.437 -0.694  0.118
H -3.675 -3.338 -2.720  0.119
H -2.566 -1.156 -2.551  0.112
H 0.904 0.637 -5.243  0.103
H 2.259 -1.128 -6.255  0.118
H 3.451 -2.770 -4.843  0.118
H 3.235 -2.676 -2.386  0.124
H -0.387 -2.438 -1.858  0.100
H -0.989 -4.821 -1.751  0.112
H 0.315 -6.365 -0.323  0.116
H 2.240 -5.516 0.972  0.117
H 2.829 -3.136 0.901  0.099
H 4.200 -0.047 -1.774  0.108
H 6.430 0.273 -0.817  0.119
H 6.820 -0.106 1.597  0.119
H 4.944 -0.837 3.043  0.116
H 2.728 -1.198 2.090  0.070
Br 2.695 2.319 0.510  0.844
C 1.960 4.110 0.265  -0.859
Br 0.134 4.056 -0.313  0.838
H 2.556 4.584 -0.507  0.022
H 2.044 4.628 1.212  0.015
N -0.666 -2.539 1.598  0.206
C 0.104 -1.851 2.420  -0.437
N 0.694 -2.561 3.384  0.197
C 1.419 -1.867 4.247  -0.443
N 2.118 -2.521 5.175  0.202
N 1.483 -0.517 4.261  0.177
C 0.881 0.086 3.266  -0.315
N 0.251 -0.499 2.230  0.107
C 0.821 1.567 3.375  -0.236
C 1.399 2.164 4.487  0.012
C 1.170 3.503 4.735  -0.013
C 0.324 4.178 3.876  -0.022
C -0.174 3.512 2.771  -0.191
N 0.095 2.236 2.467  0.051
H -0.743 -3.533 1.735  0.133
H -1.194 -2.097 0.870  0.051
H 2.045 -3.521 5.238  0.121
H 2.602 -2.002 5.886  0.119
H 1.988 1.554 5.153  0.116
H 1.606 3.992 5.597  0.126
H 0.045 5.210 4.041  0.123
H -0.824 4.050 2.108  0.037

Computed properties:
Frontier orbital gap (spin up / spin down) ... 7.66 / 7.56 eV
Energy above the lowest of the compared OMol25 structures with the same formula, charge and spin ... 130.05 kJ/mol
Spin multiplicity ... 2
⟨S²⟩ ... 0.7581
Charge ... +2

# 7
The following is a DFT calculation (the ωB97M-V functional and the def2-TZVPD basis) of a 2-piece molecular cluster, H4O2 overall in a non-equilibrium geometry.

Last column: Löwdin charge in e.
CARTESIAN COORDINATES (ANGSTROEM)
O -1.211 -1.884 -1.231  -0.092
H -1.526 -2.524 -1.909  0.047
H -0.239 -1.828 -1.375  0.045
O 1.282 2.353 1.463  -0.090
H 0.549 2.347 2.120  0.047
H 1.146 1.536 0.932  0.044

Computed properties:
SMILES ... O.O
Frontier orbital gap ... 12.17 eV
Energy above the lowest of the compared OMol25 structures with the same formula, charge and spin ... 24.09 kJ/mol

# 8
The following is a DFT calculation (the ωB97M-V functional and the def2-TZVPD basis) of a 8-piece molecular cluster, C32H40N8 overall in a non-equilibrium geometry.

Last column: Löwdin charge in e.
CARTESIAN COORDINATES (ANGSTROEM)
C -23.915 23.868 -3.828  -0.140
C -22.866 24.477 -4.476  -0.147
C -22.997 25.828 -4.304  -0.104
N -24.127 26.029 -3.505  0.035
C -24.661 24.813 -3.199  -0.145
H -24.107 22.810 -3.731  0.103
H -22.112 23.995 -5.080  0.093
H -22.363 26.680 -4.498  0.080
H -24.443 26.961 -3.277  0.150
H -25.521 24.714 -2.554  0.111
C -18.242 21.566 -1.302  -0.123
C -18.973 20.719 -2.171  -0.110
C -18.054 19.997 -2.845  -0.178
N -16.795 20.261 -2.472  0.053
C -16.940 21.259 -1.514  -0.149
H -18.704 22.229 -0.587  0.094
H -20.040 20.674 -2.333  0.107
H -18.127 19.237 -3.610  0.118
H -15.989 19.922 -2.978  0.158
H -16.093 21.692 -1.002  0.113
C -21.176 30.060 -4.430  -0.134
C -20.805 28.818 -4.871  -0.136
C -20.559 28.106 -3.735  -0.182
N -20.473 28.928 -2.648  0.050
C -20.923 30.172 -3.072  -0.107
H -21.663 30.780 -5.071  0.092
H -20.954 28.338 -5.828  0.101
H -20.308 27.058 -3.668  0.084
H -20.335 28.664 -1.683  0.097
H -21.202 30.883 -2.308  0.101
C -20.761 25.303 5.160  -0.119
C -21.625 25.957 4.250  -0.116
C -22.518 26.634 5.037  -0.142
N -22.349 26.307 6.378  0.006
C -21.240 25.505 6.458  -0.142
H -19.952 24.629 4.921  0.086
H -21.358 26.122 3.217  0.081
H -23.387 27.243 4.836  0.106
H -23.001 26.539 7.114  0.145
H -20.866 25.104 7.389  0.100
C -21.343 29.629 0.711  -0.114
C -22.494 29.171 -0.020  -0.100
C -22.217 27.861 -0.362  -0.162
N -21.028 27.486 0.194  0.028
C -20.428 28.623 0.702  -0.152
H -21.222 30.624 1.113  0.093
H -23.372 29.773 -0.206  0.091
H -22.844 27.157 -0.888  0.095
H -20.585 26.597 0.012  0.079
H -19.426 28.569 1.100  0.110
C -27.333 24.617 3.027  -0.113
C -26.537 24.472 1.840  -0.089
C -25.268 24.132 2.326  -0.142
N -25.293 24.012 3.687  0.007
C -26.515 24.350 4.122  -0.165
H -28.400 24.780 3.057  0.083
H -26.915 24.636 0.842  0.082
H -24.399 23.868 1.742  0.084
H -24.529 23.749 4.292  0.151
H -26.749 24.337 5.176  0.104
C -18.637 25.063 -4.848  -0.132
C -17.338 25.278 -4.450  -0.117
C -16.936 24.117 -3.802  -0.138
N -17.977 23.240 -3.701  0.026
C -19.047 23.811 -4.330  -0.140
H -19.268 25.775 -5.360  0.084
H -16.715 26.123 -4.704  0.096
H -16.072 23.925 -3.183  0.100
H -18.050 22.459 -3.064  0.058
H -20.018 23.346 -4.412  0.088
C -20.000 24.523 0.198  -0.152
C -21.282 24.247 0.721  -0.103
C -22.187 24.395 -0.356  -0.114
N -21.423 24.558 -1.490  0.048
C -20.111 24.747 -1.186  -0.134
H -19.155 24.529 0.870  0.099
H -21.472 24.093 1.773  0.081
H -23.250 24.207 -0.376  0.095
H -21.848 24.565 -2.406  0.097
H -19.342 24.904 -1.927  0.102

Computed properties:
SMILES ... c1cc[nH]c1.c1cc[nH]c1.c1cc[nH]c1.c1cc[nH]c1.c1cc[nH]c1.c1cc[nH]c1.c1cc[nH]c1.c1cc[nH]c1
Frontier orbital gap ... 8.46 eV
Energy above the lowest of the compared OMol25 structures with the same formula, charge and spin ... 173.31 kJ/mol